A) One molecule with the formula H5N2P. Source: the OMol25 dataset; level of theory: ωB97M-V/def2-TZVPD.

Geometry as ORCA input:
```
! RIJCOSX wB97M-V def2-TZVPD def2/J DEFGRID3
* xyz 0 1
P -1.3722 0.0364 -0.2679
N 0.2002 0.4983 -0.6250
N 1.2318 -0.0179 0.1682
H -0.9081 -1.1336 0.1206
H 0.3020 1.0375 -1.4712
H -1.7099 0.5916 1.0560
H 0.9072 -0.0169 1.1158
H 1.3489 -0.9954 -0.0965
*
```

Calculated values
* Kohn-Sham gap: 0.3593 Eh
* E_HOMO: -8.62 eV
* SMILES: NNP

Now the natural (NBO) charges, all in e: 0.524 -0.787 -0.636 -0.092 0.395 -0.081 0.345 0.332

B) A 2-piece molecular cluster, H5N2P overall. Source: the OMol25 dataset; level of theory: ωB97M-V/def2-TZVPD.

Geometry as ORCA input:
```
! RIJCOSX wB97M-V def2-TZVPD def2/J DEFGRID3
* xyz 0 1
P -1.9151 -0.9470 1.6511
N -0.4867 -0.8204 0.7713
N -0.1704 -0.2121 -0.3073
H 1.8651 -0.3276 -1.2586
H -2.8460 -0.0743 1.0392
H 0.4138 -1.2647 1.0898
H -0.9851 0.4698 -0.4640
H 1.7324 -1.0422 -1.2495
*
```

Calculated values
* Kohn-Sham gap (spin up / spin down): 0.2996 / 0.2893 Eh
* E_HOMO (spin up / spin down): -8.00 / -8.17 eV

Now the natural (NBO) charges, all in e: 0.276 -0.513 -0.425 0.018 -0.056 0.420 0.298 -0.018

Most favorable structure: A). The second most favorable one is 49.3 kcal/mol above it.

A) One molecule with the formula C3H6S2. Source: the OMol25 dataset; level of theory: ωB97M-V/def2-TZVPD.

Geometry as ORCA input:
```
! RIJCOSX wB97M-V def2-TZVPD def2/J DEFGRID3
* xyz 0 1
S -0.3045 -0.9686 -0.1475
S 3.5014 -0.4439 -0.2436
C -2.1603 -0.0922 -0.1198
C 2.0691 -0.2671 0.4679
C 0.9134 0.4398 -0.1083
H -2.3680 0.7394 -0.9027
H -2.6388 -1.1136 -0.3933
H 1.6499 -0.8317 1.3446
H 1.2239 0.6608 -1.1156
H 0.6022 1.4823 0.2663
H -2.4884 0.3947 0.9520
*
```

Calculated values
* Kohn-Sham gap: 0.3055 Eh
* E_HOMO: -8.83 eV
* SMILES: CSCC=S

Atomic partial charges in e from the natural (NBO) method, atoms 1 to 8: 0.120 0.087 -0.688 -0.294 -0.607 0.226 0.232 0.204

B) One molecule with the formula C3H6S2. Source: the OMol25 dataset; level of theory: ωB97M-V/def2-TZVPD.

Geometry as ORCA input:
```
! RIJCOSX wB97M-V def2-TZVPD def2/J DEFGRID3
* xyz 0 1
S 2.0259 -0.5292 0.0151
S -1.9011 -0.6917 0.0973
C -0.2359 1.5640 0.4747
C -0.8064 0.5444 -0.4173
C 0.7265 0.5628 -0.3356
H -1.3789 1.0771 -1.1814
H -0.9055 -1.5566 -0.8659
H -0.4127 1.3156 1.6949
H 1.0889 1.3434 -1.1819
H 1.6269 -1.2456 1.3320
H -0.1201 2.5730 0.0732
*
```

Calculated values
* Kohn-Sham gap: 0.3340 Eh
* E_HOMO: -8.64 eV
* SMILES: S[C@@H]1C[C@@H]1S

Atomic partial charges in e from the natural (NBO) method, atoms 1 to 8: 0.037 0.006 -0.397 -0.450 -0.439 0.223 0.168 0.220

Most favorable structure: A). The second most favorable one is 34.4 kcal/mol above it.

A) One molecule with the formula C3H6S2. Source: the OMol25 dataset; level of theory: ωB97M-V/def2-TZVPD.

Geometry as ORCA input:
```
! RIJCOSX wB97M-V def2-TZVPD def2/J DEFGRID3
* xyz 0 1
S -1.3381 0.0754 -0.1760
S 1.7194 0.1316 -0.3850
C -0.9521 1.7757 -0.1461
C 0.0493 -1.8178 0.9731
C 0.3360 -0.5914 0.1044
H 0.3483 -1.6023 1.9794
H -1.8693 2.3517 0.0861
H -0.3369 2.2622 -0.9032
H -1.0075 -1.7250 0.9879
H -0.3679 1.8969 0.6853
H 0.5322 -2.6951 0.5524
*
```

Calculated values
* Kohn-Sham gap: 0.3136 Eh
* E_HOMO: -8.73 eV
* SMILES: CSC(C)=S

Atomic partial charges in e from the natural (NBO) method, atoms 1 to 8: 0.278 0.026 -0.786 -0.688 -0.233 0.244 0.236 0.241

B) One molecule with the formula C3H6S2. Source: the OMol25 dataset; level of theory: ωB97M-V/def2-TZVPD.

Geometry as ORCA input:
```
! RIJCOSX wB97M-V def2-TZVPD def2/J DEFGRID3
* xyz 0 1
S -2.3834 -0.5910 -0.1590
S 1.7925 -0.7602 -0.1872
C -0.0163 1.3312 -0.1433
C 0.3288 0.0612 0.4127
C -0.8090 -0.8939 0.2423
H -0.9307 1.7617 0.1806
H 0.9486 1.7576 -0.1287
H 0.7012 0.0002 1.3898
H -0.5891 -1.9937 0.2081
H 1.2634 -1.8289 -0.5929
H -0.3062 1.1558 -1.2226
*
```

Calculated values
* Kohn-Sham gap: 0.3113 Eh
* E_HOMO: -9.02 eV
* SMILES: C[C@H](S)C=S

Atomic partial charges in e from the natural (NBO) method, atoms 1 to 8: 0.047 0.008 -0.636 -0.444 -0.230 0.252 0.225 0.255

Most favorable structure: A). The second most favorable one is 19.5 kcal/mol above it.

A) A 2-piece molecular cluster, ClHNO2S overall. Source: the OMol25 dataset; level of theory: ωB97M-V/def2-TZVPD.

Geometry as ORCA input:
```
! RIJCOSX wB97M-V def2-TZVPD def2/J DEFGRID3
* xyz -1 1
Cl 4.9096 -0.8350 0.2194
S 1.9783 0.5436 -0.0575
O 2.3602 1.9097 0.0903
O 0.8550 0.2856 -1.3441
N 0.2777 0.5680 -0.0607
H -0.0417 -0.3722 0.1065
*
```

Calculated values
* Kohn-Sham gap: 0.2778 Eh
* E_HOMO: -4.00 eV

Now the natural (NBO) charges, all in e: -0.972 1.629 -0.881 -0.573 -0.534 0.330

B) ClHNO2S as an isolated structure. Source: the OMol25 dataset; level of theory: ωB97M-V/def2-TZVPD.

Geometry as ORCA input:
```
! RIJCOSX wB97M-V def2-TZVPD def2/J DEFGRID3
* xyz -1 1
Cl 0.5125 -0.7442 -0.2307
S -1.1548 1.2529 -0.2709
O -0.4033 2.5340 -0.1232
O -1.5932 1.0540 -1.6339
N 1.5153 -1.6194 0.9618
H 1.1236 -2.4772 1.2969
*
```

Calculated values
* Kohn-Sham gap (spin up / spin down): 0.2306 / 0.2307 Eh
* E_HOMO (spin up / spin down): -2.83 / -2.83 eV

Now the natural (NBO) charges, all in e: -0.026 1.573 -0.917 -0.917 -0.996 0.284

C) A 2-piece molecular cluster, ClHNO2S overall. Source: the OMol25 dataset; level of theory: ωB97M-V/def2-TZVPD.

Geometry as ORCA input:
```
! RIJCOSX wB97M-V def2-TZVPD def2/J DEFGRID3
* xyz -1 1
Cl 1.8904 -1.6587 -0.0651
S 0.6087 0.2074 -0.2262
O 0.9989 0.6321 -1.6384
O 1.0937 1.0556 0.8383
N -2.5873 0.1347 0.9503
H -2.0043 -0.3710 0.1411
*
```

Calculated values
* Kohn-Sham gap (spin up / spin down): 0.2467 / 0.2467 Eh
* E_HOMO (spin up / spin down): -4.73 / -4.73 eV

Now the natural (NBO) charges, all in e: -0.566 1.532 -0.980 -0.963 -0.262 0.238

Most favorable structure: A). The second most favorable one is 10.8 kcal/mol above it.

A) One molecule with the formula C4H7N3S. Source: the OMol25 dataset; level of theory: ωB97M-V/def2-TZVPD.

Geometry as ORCA input:
```
! RIJCOSX wB97M-V def2-TZVPD def2/J DEFGRID3
* xyz 0 1
S -1.1802 -1.0239 1.8912
N 0.8319 0.0359 0.4419
N 0.5481 1.2374 0.8441
N 1.9930 -0.2092 -0.0260
C 2.5815 0.9683 0.0684
C -0.1268 -0.9669 0.3939
C 1.7500 1.8939 0.6115
C -1.0024 -1.1834 -0.8605
H 1.9238 2.9160 0.7909
H 3.5949 1.3462 -0.2084
H -1.7411 -0.3464 -1.0764
H 0.4875 -1.9476 0.5902
H -1.7135 -2.0949 -0.6335
H -1.7299 0.1657 1.8501
H -0.3594 -1.4414 -1.7217
*
```

Calculated values
* Kohn-Sham gap: 0.3786 Eh
* E_HOMO: -9.35 eV
* SMILES: C[C@H](S)n1nccn1

Atomic partial charges in e from the natural (NBO) method, atoms 1 to 8: -0.022 -0.011 -0.234 -0.238 -0.103 -0.151 -0.111 -0.634

B) A 2-piece molecular cluster, C4H7N3S overall. Source: the OMol25 dataset; level of theory: ωB97M-V/def2-TZVPD.

Geometry as ORCA input:
```
! RIJCOSX wB97M-V def2-TZVPD def2/J DEFGRID3
* xyz 0 1
S -3.0016 0.8874 -0.7642
N 1.6239 -0.3239 -0.5964
N 1.0815 0.4959 0.1640
N -1.9498 -0.7983 1.1184
C -2.3105 -0.1051 0.2323
C 0.8416 1.4319 0.8313
C 0.0430 2.2901 1.6550
C -1.2501 -1.6410 1.9675
H 1.7255 -0.2483 -1.5866
H 0.3106 3.2833 1.4988
H 0.1463 1.9785 2.8012
H -1.0128 2.1039 1.5580
H -0.3120 -1.3027 2.3040
H -0.8148 -2.6088 1.5509
H -1.9437 -1.8977 2.7153
*
```

Calculated values
* Kohn-Sham gap: 0.3212 Eh
* E_HOMO: -8.15 eV

Atomic partial charges in e from the natural (NBO) method, atoms 1 to 8: -0.071 -0.633 0.005 -0.422 0.257 0.221 -0.692 -0.429

Most favorable structure: A). The second most favorable one is 58.5 kcal/mol above it.

A) One molecule with the formula C4H7N3S. Source: the OMol25 dataset; level of theory: ωB97M-V/def2-TZVPD.

Geometry as ORCA input:
```
! RIJCOSX wB97M-V def2-TZVPD def2/J DEFGRID3
* xyz 0 1
S -0.8004 1.5821 -0.1099
N -3.3980 -0.1929 0.1840
N -2.1755 -0.8735 0.0818
N 2.5731 -0.5084 0.0511
C 1.0760 1.1964 0.2203
C 0.3314 -1.0146 -0.1224
C -1.0559 -0.2663 0.1116
C 1.2699 -0.2295 -0.1057
H -3.3821 0.8007 -0.2711
H 1.5347 1.9780 -0.3838
H 3.2037 0.3992 -0.0740
H 0.4103 -2.0477 0.1433
H 2.9430 -1.3246 -0.4569
H -3.9782 -0.7731 -0.6473
H 1.4481 1.2742 1.3792
*
```

Calculated values
* Kohn-Sham gap: 0.3250 Eh
* E_HOMO: -8.28 eV
* SMILES: N/N=C1/C=C(N)CS1

Atomic partial charges in e from the natural (NBO) method, atoms 1 to 8: 0.090 -0.627 -0.295 -0.797 -0.496 -0.310 0.135 0.145

B) One molecule with the formula C4H7N3S. Source: the OMol25 dataset; level of theory: ωB97M-V/def2-TZVPD.

Geometry as ORCA input:
```
! RIJCOSX wB97M-V def2-TZVPD def2/J DEFGRID3
* xyz 0 1
S -0.6931 1.5986 -0.0194
N 2.5509 -0.7613 -0.0738
N -2.1817 -0.8191 0.0763
N -3.3148 -0.1420 0.0232
C 1.3106 0.0062 0.0754
C 0.2916 -0.8933 0.0556
C 1.1023 1.3438 0.1050
C -1.1089 -0.2610 0.1660
H -4.1860 -0.7222 0.1254
H -3.2708 0.4760 -0.8409
H 1.7078 1.8930 -0.7121
H 2.5963 -1.7940 -0.2773
H 3.4062 0.1032 0.0218
H 0.4507 -1.9497 0.1125
H 1.3387 1.9218 1.1624
*
```

Calculated values
* Kohn-Sham gap: 0.3044 Eh
* E_HOMO: -7.59 eV
* SMILES: N/N=C1/C=C(N)CS1

Atomic partial charges in e from the natural (NBO) method, atoms 1 to 8: 0.113 -0.874 -0.304 -0.656 0.163 -0.306 -0.587 0.179

C) One molecule with the formula C4H7N3S. Source: the OMol25 dataset; level of theory: ωB97M-V/def2-TZVPD.

Geometry as ORCA input:
```
! RIJCOSX wB97M-V def2-TZVPD def2/J DEFGRID3
* xyz 0 1
S -1.6209 -1.4291 -1.0746
N -0.5699 -0.2847 -0.4878
N 1.2782 0.5238 0.5645
N 1.4870 2.5433 -0.6026
C 0.8364 1.5093 -0.3778
C -0.4078 1.0432 -1.1254
C 0.3450 -0.4521 0.5281
C 0.1487 -1.6880 1.3681
H 1.0332 -1.7719 2.0347
H -2.8277 -0.8093 -0.5835
H 0.2549 -2.7362 0.8247
H -1.3822 1.6237 -0.9015
H 2.3719 2.5923 0.0426
H -0.1388 0.9393 -2.1600
H -0.8081 -1.6038 1.9507
*
```

Calculated values
* Kohn-Sham gap: 0.3363 Eh
* E_HOMO: -8.77 eV
* SMILES: [H]/N=C1/CN(S)C(C)=N1

Atomic partial charges in e from the natural (NBO) method, atoms 1 to 8: 0.224 -0.588 -0.535 -0.640 0.381 -0.287 0.474 -0.699

D) A 3-piece molecular cluster, C4H7N3S overall. Source: the OMol25 dataset; level of theory: ωB97M-V/def2-TZVPD.

Geometry as ORCA input:
```
! RIJCOSX wB97M-V def2-TZVPD def2/J DEFGRID3
* xyz 0 1
S -3.4770 2.2282 -1.0817
N -1.1505 1.1244 -0.6089
N 0.2385 -0.7483 -0.2181
N 0.1053 -1.2327 -1.5801
C -2.0307 2.1692 -0.1514
C -0.4204 0.4235 0.1271
C 2.2338 -0.6284 1.2323
C 1.3719 -1.2727 0.4155
H -0.7420 -0.0144 -2.3788
H 2.9083 -1.1955 1.6995
H -0.8790 -2.6922 -1.1547
H -1.7873 2.9462 0.7780
H 1.5135 -2.3317 0.1801
H 0.0839 0.8176 1.1279
H 2.0315 0.4068 1.6133
*
```

Calculated values
* Kohn-Sham gap: 0.2711 Eh
* E_HOMO: -8.47 eV

Atomic partial charges in e from the natural (NBO) method, atoms 1 to 8: -0.009 -0.568 -0.324 -0.533 -0.097 0.335 -0.423 0.002

Most favorable structure: C). The second most favorable one is 48.4 kcal/mol above it.